18
Properties=species:S:1:pos:R:3:lowdin_charge:R:1 method="wB97M-V/def2-TZVPD" homo_lumo_gap_ev=7.428 total_charge=0 e_lumo_ev=0.247 energy_ha=-1136.19018 homo_energy_ev=-7.18
C 1.592 1.358 -0.059 -0.11
C 2.529 0.316 -0.554 -0.17
C 0.361 1.600 -0.209 -0.41
C 2.398 -0.988 -0.421 -0.50
N -0.078 -0.955 1.184 -0.51
N -2.292 0.485 1.055 -0.07
N -1.828 -1.499 -0.884 -0.07
O -0.472 0.837 -0.644 -0.15
P -1.191 -0.460 0.259 0.48
S 1.209 -1.844 0.453 0.82
H 2.029 1.930 0.742 0.11
H 3.386 0.697 -1.079 0.09
H -0.080 2.401 0.372 0.12
H 3.118 -1.754 -0.736 0.07
H -2.529 0.195 2.024 0.08
H -3.160 0.820 0.557 0.09
H -2.398 -1.181 -1.681 0.08
H -2.595 -1.956 -0.378 0.06

=====

16
Properties=species:S:1:pos:R:3:lowdin_charge:R:1 method="wB97M-V/def2-TZVPD" homo_lumo_gap_ev=8.604 total_charge=0 e_lumo_ev=0.789 energy_ha=-376.15526 homo_energy_ev=-7.82
C -2.335 0.622 0.888 -0.06
N -1.130 0.516 0.051 -0.26
C 0.133 0.063 0.560 -0.13
C 0.791 -0.354 -0.730 -0.28
N 2.006 -0.722 -0.971 -0.03
N 2.890 -0.596 0.022 -0.01
C -0.312 -0.416 -1.693 -0.10
N -1.410 0.024 -1.195 0.07
H -2.013 1.080 1.838 0.08
H -3.092 1.176 0.323 0.08
H -2.700 -0.432 1.135 0.09
H 0.183 -0.787 1.262 0.14
H 0.691 0.900 1.017 0.12
H 3.824 -0.538 -0.383 0.09
H 2.714 0.259 0.583 0.09
H -0.240 -0.793 -2.707 0.11

=====

16
Properties=species:S:1:pos:R:3:lowdin_charge:R:1 method="wB97M-V/def2-TZVPD" homo_lumo_gap_ev=9.528 total_charge=0 e_lumo_ev=0.912 energy_ha=-376.10030 homo_energy_ev=-8.62
H 1.676 2.019 -1.742 0.02
N 1.393 1.786 -0.838 0.13
C 0.439 0.992 -0.910 -0.28
N -0.357 0.415 0.087 -0.16
C -0.520 0.963 1.360 -0.19
N -0.339 2.277 1.511 0.08
H -0.618 2.700 2.367 0.01
N -0.662 -0.856 0.050 0.01
C 0.037 -1.758 -0.576 -0.17
C -0.177 -3.255 -0.517 -0.09
H 0.215 0.693 -1.944 0.12
H -0.885 0.217 2.231 0.16
H 1.220 -1.536 -1.053 0.18
H -0.310 -3.725 -1.541 0.10
H 0.693 -3.823 -0.218 0.07
H -0.914 -3.551 0.083 0.01

=====

16
Properties=species:S:1:pos:R:3:lowdin_charge:R:1 method="wB97M-V/def2-TZVPD" homo_lumo_gap_ev=9.020 total_charge=0 e_lumo_ev=-0.142 energy_ha=-375.94733 homo_energy_ev=-9.16
C 1.249 -0.536 1.346 -0.52
C 0.418 1.079 -0.280 -0.05
C -1.994 0.352 -1.146 -0.18
C -0.969 0.504 -2.260 -0.27
H 2.321 -0.342 3.007 -0.02
H 0.814 0.251 3.256 0.17
H 1.256 -2.699 0.725 0.06
H 1.508 1.277 -0.761 0.17
H -1.917 -0.655 -0.671 0.06
H -3.317 0.711 -0.947 0.19
H -0.327 -0.551 -2.545 0.16
H -1.746 0.804 -3.272 0.16
N 1.734 0.199 2.524 0.03
N 1.598 -1.881 1.381 0.05
N 0.129 0.105 0.765 0.08
N -0.759 1.382 -1.122 -0.10

=====

16
Properties=species:S:1:pos:R:3:lowdin_charge:R:1 method="wB97M-V/def2-TZVPD" homo_lumo_gap_ev=8.013 total_charge=0 e_lumo_ev=-0.222 energy_ha=-375.97921 homo_energy_ev=-8.24
C 0.616 2.051 0.198 0.02
C 0.082 0.890 -0.461 -0.26
C 0.576 -0.418 -0.872 -0.17
N 1.671 -1.219 -0.568 -0.10
N 2.501 -0.670 0.209 -0.02
C -1.579 0.760 -0.427 -0.11
N -2.462 -0.224 -0.129 -0.08
N -2.084 -1.410 0.206 -0.08
H 1.741 2.079 0.223 0.04
H -0.042 3.134 0.380 0.14
H -0.117 -1.334 -1.320 0.14
H 2.993 -1.334 0.657 0.04
H 1.895 -0.411 1.080 0.15
H -1.971 1.775 -0.573 0.07
H -2.737 -1.891 0.798 0.08
H -1.083 -1.777 0.600 0.16

=====

16
Properties=species:S:1:pos:R:3:lowdin_charge:R:1 method="wB97M-V/def2-TZVPD" homo_lumo_gap_ev="8.580 / 8.581" total_charge=0 e_lumo_ev="0.882 / 0.885" energy_ha=-376.02414 homo_energy_ev="-7.70 / -7.70"
C -2.579 0.591 -0.244 -0.09
C -2.241 -0.751 0.240 -0.12
C -1.255 0.412 0.487 -0.19
C -0.002 0.429 -0.320 -0.10
N 1.106 0.679 0.237 0.01
N 2.302 0.975 -0.294 -0.03
N 3.214 -1.098 0.114 0.03
N 3.296 0.161 -0.085 -0.20
H -2.486 0.683 -1.245 0.07
H -3.293 1.035 0.359 0.09
H -2.667 -1.271 1.030 0.08
H -2.018 -1.593 -0.334 0.08
H -1.311 0.690 1.440 0.09
H -0.245 0.143 -1.305 0.11
H 4.016 -1.707 0.129 0.03
H 4.162 0.621 -0.210 0.13

=====

16
Properties=species:S:1:pos:R:3:lowdin_charge:R:1 method="wB97M-V/def2-TZVPD" homo_lumo_gap_ev=8.645 total_charge=0 e_lumo_ev=0.816 energy_ha=-375.95877 homo_energy_ev=-7.83
C 0.542 -0.635 0.109 -0.43
C 1.602 -0.401 -0.999 -0.02
C 0.557 0.609 -0.784 -0.31
C -0.955 -0.413 -0.050 -0.55
H 1.888 -1.435 1.541 0.19
H 0.280 -0.231 2.064 0.16
H 1.948 -0.736 -2.010 0.11
H 2.552 -0.151 -0.281 0.15
H -0.204 0.361 -1.656 0.18
H -0.051 2.418 -0.331 0.08
H -2.023 1.113 -0.126 0.12
H -1.733 -2.156 -0.660 0.10
N 1.181 -0.456 1.356 -0.01
N 0.050 1.587 0.160 0.04
N -1.217 0.879 0.417 0.04
N -1.889 -1.174 -0.247 0.13

=====

16
Properties=species:S:1:pos:R:3:lowdin_charge:R:1 method="wB97M-V/def2-TZVPD" homo_lumo_gap_ev=8.385 total_charge=0 e_lumo_ev=0.226 energy_ha=-376.06627 homo_energy_ev=-8.16
C -3.025 -1.088 0.110 -0.06
N -2.398 -0.020 -0.106 -0.10
N -1.112 0.066 -0.131 -0.08
C -0.542 1.260 0.150 -0.13
C 0.737 1.664 -0.014 -0.13
N 1.884 0.735 -0.015 -0.02
N 1.561 -0.468 -0.205 -0.14
C 2.662 -1.460 0.143 -0.15
H -4.167 -1.067 0.102 0.08
H -2.420 -2.027 -0.029 0.08
H -0.538 -0.844 -0.030 0.15
H -1.280 1.996 0.410 0.11
H 1.115 2.726 0.033 0.10
H 2.652 -1.730 1.320 0.10
H 2.452 -2.455 -0.588 0.10
H 3.639 -1.043 -0.367 0.08